Entry from the Open Molecules 2025 dataset: a structure of composition C37H40CoNP2Sb (the ωB97M-V functional and the def2-TZVPD basis).

Atoms and positions in Å:
H -2.92 -2.46 3.86
H -0.17 1.41 2.89
C -2.22 0.16 -2.88
H 1.44 3.26 -2.32
C -3.21 -1.69 -4.11
H 2.57 2.23 -1.38
C 3.69 -2.25 0.80
C 4.54 -3.37 0.77
H -1.31 0.29 -6.16
C 2.35 -2.39 0.47
H 4.11 -1.29 1.08
H 5.59 -3.25 1.03
C 2.69 -4.75 0.06
H -2.53 3.70 1.05
C 4.27 2.68 2.04
H 1.52 2.98 0.65
C -0.99 -2.57 4.86
H -5.76 -1.15 0.16
H 0.93 -1.16 -3.59
C -5.41 0.88 0.87
H 1.61 1.00 3.36
H 2.33 -0.94 -2.50
P -0.74 2.14 0.64
C -1.05 1.83 2.40
H 3.59 0.46 -0.45
C 0.05 -1.48 2.52
H -0.05 -1.10 -0.87
H -4.21 -2.25 -1.57
N -2.12 0.88 -1.69
C 1.66 -0.44 -3.21
C -1.77 -0.09 -5.25
H 5.17 2.28 0.10
C -4.58 2.01 0.81
C -0.30 1.45 -3.86
C 4.38 2.03 0.81
H 0.44 3.95 -0.40
C -2.33 3.01 0.22
H -0.63 2.47 -3.65
H -6.31 0.92 1.49
C -1.45 0.49 -4.02
H 2.30 -5.72 -0.23
C 3.27 2.31 2.95
C 2.44 0.68 1.38
H -2.15 3.57 -0.70
H 0.80 -3.73 -0.24
H -1.96 -1.54 1.74
Sb 0.91 -0.75 0.70
C -3.70 -1.30 -1.67
C 0.52 3.41 0.55
C -1.32 -1.74 2.60
C -5.12 -0.27 0.14
H 0.37 4.11 1.37
C -3.05 -1.00 -2.88
C 2.37 1.29 2.63
H -4.82 2.90 1.39
P 0.77 0.95 -2.41
H -1.31 2.79 2.87
H 1.06 -2.54 5.60
C -2.64 -1.19 -5.28
C 0.91 -1.78 3.59
C 1.85 -3.63 0.07
H -1.35 -0.73 -0.07
C 1.98 2.30 -2.30
H -1.40 -2.99 5.78
H 0.35 1.46 -4.74
H 4.71 -5.49 0.40
H -3.87 -2.56 -4.13
H 2.66 2.24 -3.17
C -1.85 -2.27 3.79
C -3.42 1.99 0.04
C 3.47 1.01 0.49
C -4.02 -0.27 -0.77
H 3.18 2.80 3.93
H -2.84 -1.65 -6.24
H 2.25 -0.04 -4.06
H -1.89 1.13 2.51
H 1.98 -1.61 3.50
C 0.38 -2.32 4.77
C -3.21 0.90 -0.83
Co -0.50 0.59 -0.78
C 4.04 -4.62 0.41
H 4.97 3.47 2.30

Properties
LUMO (spin up / spin down): -0.1164 / -0.1486 Ha
charge: +1
Kohn-Sham gap (spin up / spin down): 5.0 / 6.0 eV
multiplicity: 5
max |F|: 0.082 Eh/bohr
HOMO energy (spin up / spin down): -8.2 / -10.0 eV

Charge distribution, Löwdin scheme, values in e: 0.113, 0.010, -0.192, 0.049, -0.018, 0.010, -0.123, -0.069, 0.118, -0.335, 0.081, 0.109, -0.071, 0.099, -0.065, 0.023, -0.062, 0.116, 0.061, -0.077, 0.085, 0.035, 0.820, -0.206, 0.103, -0.345, 0.019, 0.121, -0.064, -0.222, -0.042, 0.117, -0.045, -0.248, -0.068, 0.050, -0.237, 0.097, 0.108, -0.234, 0.108, -0.062, -0.346, 0.099, 0.101, 0.075, 1.505, 0.009, -0.219, -0.135, -0.018, 0.066, -0.161, -0.141, 0.116, 0.793, 0.067, 0.114, -0.078, -0.119, -0.129, 0.040, -0.234, 0.111, 0.098, 0.111, 0.114, 0.061, -0.062, -0.234, -0.187, -0.175, 0.115, 0.107, 0.059, 0.060, 0.106, -0.063, -0.207, -0.126, -0.070, 0.111

=====

Entry from the Open Molecules 2025 dataset: a structure of composition C37H40CoO2P2 (the ωB97M-V functional and the def2-TZVPD basis).

Atoms and positions in Å:
C -2.03 -0.17 -0.42
H -2.31 -0.13 -8.67
H 0.87 -5.59 -10.54
H 0.28 1.73 -3.15
H -2.49 2.83 -0.86
C 0.15 -4.79 -10.43
H 4.43 3.02 -11.40
C -1.71 -2.71 -10.13
H 3.65 1.10 -6.84
H 4.32 3.16 -5.61
C 2.66 -0.61 -3.23
C 2.70 0.21 -12.30
C 0.76 2.91 -7.15
H -2.43 -1.90 -10.03
H -0.53 1.75 -9.56
H 0.53 2.32 -0.82
H 1.40 -0.92 -11.00
C -1.09 -2.06 -6.44
C 1.03 -0.88 0.33
H -1.34 3.12 0.42
O 0.43 -2.71 -1.63
C -2.68 -0.30 -1.58
H -3.57 0.28 -3.37
H 3.33 -1.20 -2.56
O 1.12 -0.60 -1.08
H -3.53 -4.12 -5.27
H 2.73 5.08 -5.41
C -0.95 -4.69 -11.30
C -2.08 1.10 0.40
H -2.35 2.61 -3.47
H -1.07 -5.42 -12.09
C -0.34 0.84 -8.99
H -2.91 -3.02 -3.13
C -3.05 0.80 -2.55
P 1.32 0.41 -8.39
H -1.25 -1.17 -3.11
C 2.28 0.76 -9.96
C -2.08 -3.04 -6.45
C -2.39 -2.76 -4.06
H 0.44 4.89 -6.37
C 0.89 -1.62 -1.94
C -1.91 1.63 -3.22
C 0.32 -3.84 -9.41
H -0.25 2.82 -7.57
C 1.69 1.87 -7.34
C -1.38 -1.79 -4.01
C -0.61 1.84 -2.53
H 2.53 -0.44 -13.16
H -1.62 -1.05 0.10
P -0.26 -1.55 -7.95
H -3.82 1.47 -2.13
H -2.38 -3.53 -7.39
C -1.21 -0.13 -8.59
H 0.68 -1.90 0.49
H 0.34 -0.16 0.78
H -2.74 -3.59 -11.82
H -1.68 1.17 -4.20
C -1.63 2.38 -0.34
C 1.15 4.06 -6.47
C 3.77 2.15 -11.31
H -1.41 0.98 1.26
H 2.03 -0.77 0.77
C -0.61 -2.80 -9.26
H 2.30 0.22 -2.60
C 2.08 -0.07 -11.08
C 2.96 1.94 -6.74
C 2.44 4.16 -5.93
H 1.17 -3.90 -8.73
Co 1.12 -1.63 -4.10
C -1.88 -3.66 -11.15
H -0.31 -0.33 -5.31
H 3.26 -0.18 -4.05
C -0.72 -1.36 -5.22
H -3.09 1.26 0.81
C -0.46 2.15 -1.24
H 3.29 2.56 -9.26
C 3.33 3.09 -6.05
C -2.73 -3.38 -5.26
H 4.05 1.53 -13.36
H -2.95 -1.31 -1.89
C 3.55 1.32 -12.42
C 3.13 1.87 -10.10

Properties
LUMO (spin up / spin down): -0.0006 / -0.0018 Ha
charge: 0
Kohn-Sham gap (spin up / spin down): 6.0 / 6.5 eV
ΔE to the lowest compared entry with this formula, charge and spin: 8.32 kJ/mol
multiplicity: 4
max |F|: 0.064 Eh/bohr
HOMO energy (spin up / spin down): -6.0 / -6.5 eV

Charge distribution, Löwdin scheme, values in e: -0.105, 0.076, 0.102, 0.102, 0.106, -0.083, 0.105, -0.098, 0.108, 0.102, -0.189, -0.094, -0.094, 0.091, 0.091, 0.113, 0.093, -0.367, -0.053, 0.109, -0.008, -0.125, 0.102, 0.012, -0.168, 0.107, 0.102, -0.086, -0.184, 0.117, 0.101, -0.305, 0.109, -0.179, 0.931, 0.067, -0.340, -0.079, -0.059, 0.104, -0.481, -0.181, -0.100, 0.088, -0.396, -0.118, -0.118, 0.102, 0.103, 0.907, 0.111, 0.108, -0.280, 0.082, 0.063, 0.104, 0.082, -0.192, -0.088, -0.086, 0.093, 0.094, -0.381, -0.009, -0.103, -0.125, -0.088, 0.103, 0.616, -0.084, 0.103, -0.031, -0.190, 0.120, -0.113, 0.094, -0.082, -0.051, 0.099, 0.084, -0.100, -0.096

=====

Entry from the Open Molecules 2025 dataset: a structure of composition C37H40O2P2Sn (the ωB97M-V functional and the def2-TZVPD basis).

Atoms and positions in Å:
C -4.26 5.51 0.27
H 0.16 1.28 2.42
C 3.22 0.93 0.42
C 1.71 -0.33 4.01
H -0.56 -2.67 2.95
C -0.09 -2.25 5.03
H -2.14 -1.17 -1.51
H -3.32 -3.30 3.12
C 2.50 -0.83 -2.91
H 0.73 2.93 0.44
H 2.70 -5.48 1.87
H -0.78 -3.01 5.40
H 0.63 -1.64 6.97
C 0.95 -1.14 3.16
C -0.98 1.48 -5.31
C 2.11 -4.87 1.19
O -2.24 0.62 1.70
C -2.09 -0.97 -0.40
H -2.43 -0.10 -4.95
H 3.03 1.56 1.29
P -1.30 2.21 -0.76
H -0.02 -2.82 -1.34
H 1.10 2.12 -2.05
C 0.60 -3.31 -0.54
C 1.36 0.10 -2.55
C 0.37 1.02 1.38
C -1.28 2.12 -2.58
H 2.11 -1.82 -3.19
H 2.06 -3.23 2.56
C 0.15 1.97 0.39
C -2.46 3.48 -0.38
P 0.99 -0.74 1.40
H -2.38 3.07 1.75
C 1.59 -0.52 5.39
H 0.68 0.32 -3.39
Sn 0.17 -0.70 -0.97
C 0.98 -2.80 0.72
C 0.70 -1.48 5.89
H 4.32 0.80 0.31
H 4.30 -0.30 -1.74
C -2.07 1.11 -3.20
H 0.74 -4.95 -1.92
H -3.97 4.89 2.34
C 0.03 -2.07 3.65
C -2.82 3.71 0.97
H 3.20 -0.91 1.53
H -4.95 6.31 0.52
O -2.74 -1.47 2.35
H -4.37 5.87 -1.87
C -3.93 5.28 -1.07
C -3.30 -2.85 2.12
C 1.73 -3.59 1.59
C 3.52 -1.08 -1.78
C 1.76 -5.38 -0.06
C 1.02 -4.59 -0.93
H 0.10 3.75 -3.04
H -4.33 -2.76 1.75
H -0.83 1.22 -6.37
C -1.88 0.75 -4.53
C 2.87 -1.40 -0.50
H -2.52 -1.95 -0.07
H -2.81 0.58 -2.60
H -2.68 -0.02 -0.42
C -3.04 4.27 -1.40
C -3.71 4.72 1.29
H 3.00 -0.36 -3.77
H 3.17 -2.40 -0.15
C -0.28 2.55 -4.77
H 0.46 3.08 -5.37
H -2.75 4.09 -2.44
H 2.37 0.43 3.60
C 1.51 1.20 -1.59
C -2.36 -0.59 1.48
H 3.62 1.52 -1.58
C 2.68 -0.50 0.64
C -0.47 2.92 -3.44
H 2.22 0.07 6.06
C 2.78 1.60 -0.88
H 4.07 -1.99 -2.06
H 2.70 2.68 -0.66
H 2.06 -6.37 -0.38
H -2.64 -3.44 1.46

Properties
LUMO (spin up / spin down): -0.0205 / -0.0200 Ha
charge: 0
Kohn-Sham gap (spin up / spin down): 4.5 / 4.5 eV
ΔE to the lowest compared entry with this formula, charge and spin: 1521.28 kJ/mol
max |F|: 0.107 Eh/bohr
HOMO energy (spin up / spin down): -5.0 / -5.1 eV

Charge distribution, Löwdin scheme, values in e: -0.100, 0.063, -0.179, -0.078, 0.097, -0.067, 0.023, 0.093, -0.214, 0.089, 0.098, 0.103, 0.101, -0.348, -0.091, -0.082, 0.027, -0.261, 0.107, 0.098, 1.047, 0.044, 0.062, -0.203, -0.378, -0.355, -0.401, 0.107, 0.102, -0.327, -0.365, 0.915, 0.091, -0.074, 0.073, 1.272, -0.277, -0.077, 0.122, 0.092, -0.114, 0.107, 0.101, -0.104, -0.095, 0.111, 0.096, -0.026, 0.099, -0.096, 0.016, -0.123, -0.250, -0.096, -0.091, 0.117, 0.103, 0.107, -0.084, -0.259, 0.034, 0.093, 0.014, -0.096, -0.091, 0.109, 0.088, -0.085, 0.110, 0.092, 0.110, -0.280, -0.398, 0.103, -0.460, -0.110, 0.105, -0.218, 0.111, 0.111, 0.100, 0.092

=====

Entry from the Open Molecules 2025 dataset: a structure of composition C37H40O2P2V (the ωB97M-V functional and the def2-TZVPD basis).

Atoms and positions in Å:
H -1.64 4.79 1.29
C 4.50 -3.87 0.82
V 1.64 -1.00 0.92
H -2.32 -4.51 -2.30
H -1.59 7.27 1.10
H 4.98 -2.00 1.88
O 3.34 -2.75 3.17
C 1.25 1.81 0.83
C -4.26 2.35 -0.81
C -1.12 1.90 -2.15
H 3.04 1.15 1.92
H 2.21 -0.51 3.41
C 0.72 2.73 -0.08
H 5.30 -4.02 0.08
C 4.42 -2.40 1.03
C -4.10 0.95 -0.70
C -1.49 6.66 0.21
H 4.81 -4.37 1.74
C -1.34 4.45 -0.81
C -1.35 7.26 -1.05
C -2.54 -3.83 -1.46
H 3.52 -4.90 -0.84
H -3.11 -5.44 -0.13
C 3.93 -1.54 0.07
C -2.68 -1.58 -0.54
H -3.40 3.03 -0.66
C 2.09 -2.22 -1.58
C -3.33 -3.51 0.81
H -1.74 -0.01 -3.00
H 2.44 -3.90 4.69
H -3.70 -3.91 1.75
H -3.42 -1.47 1.49
C -1.51 5.27 0.32
H 0.34 -2.63 -0.26
C 1.90 -4.04 0.22
H 0.53 1.17 1.35
P -1.03 2.65 -0.52
H 1.11 4.51 -1.18
C 3.41 -3.74 4.22
H 1.13 -4.77 0.48
H -1.34 8.35 -1.13
C -3.00 -4.36 -0.25
C -6.62 2.11 -1.31
H -0.72 2.41 -3.04
C 3.58 -2.03 -1.33
H -7.58 2.56 -1.60
H 1.56 -1.25 -1.76
H 3.17 -5.55 0.80
H -5.18 -0.92 -0.72
C 1.56 3.72 -0.58
C 2.28 -2.73 2.32
C -5.25 0.16 -0.83
H -7.37 0.09 -1.24
H -1.12 6.92 -3.17
H -5.57 4.01 -1.28
H 1.92 -2.82 -2.49
C 1.42 -2.87 -0.40
H 0.52 -1.24 3.16
O 1.59 -3.77 2.31
H 3.91 -1.27 -2.05
C -3.18 -2.13 0.66
C 2.92 3.73 -0.30
H 3.55 4.51 -0.72
C -5.49 2.93 -1.13
H 3.79 -4.70 3.84
C -1.70 0.67 -2.14
H 4.15 -3.31 4.91
C -6.49 0.74 -1.12
H 0.81 0.55 2.92
C 2.61 1.83 1.15
C 1.25 -0.46 2.85
P -2.40 0.22 -0.54
C -1.23 6.46 -2.19
H 4.08 -2.98 -1.62
H -1.97 -2.04 -2.54
C 3.27 -4.61 0.20
H 4.53 2.68 0.68
H -1.19 4.45 -2.99
C 3.46 2.76 0.52
H 4.13 -0.45 0.13
C -2.36 -2.44 -1.60
C -1.26 5.06 -2.08

Properties
LUMO (spin up / spin down): -0.3130 / -0.2964 Ha
charge: +2
Kohn-Sham gap (spin up / spin down): 3.5 / 3.4 eV
multiplicity: 2
max |F|: 0.050 Eh/bohr
HOMO energy (spin up / spin down): -12.0 / -11.5 eV

Charge distribution, Löwdin scheme, values in e: 0.108, -0.115, 1.003, 0.114, 0.111, 0.150, -0.154, -0.169, -0.110, -0.298, 0.106, 0.059, -0.344, 0.147, -0.040, -0.330, -0.063, 0.124, -0.395, -0.059, -0.079, 0.146, 0.112, -0.132, -0.429, 0.044, -0.189, -0.071, 0.075, 0.111, 0.115, 0.109, -0.098, 0.122, -0.017, 0.037, 0.977, 0.111, 0.002, 0.146, 0.116, -0.076, -0.058, 0.080, -0.165, 0.117, 0.125, 0.147, 0.098, -0.038, -0.395, -0.079, 0.116, 0.115, 0.115, 0.151, -0.195, 0.061, 0.031, 0.137, -0.125, -0.023, 0.125, -0.058, 0.105, -0.296, 0.113, -0.069, 0.043, -0.113, -0.133, 0.975, -0.068, 0.124, 0.087, -0.103, 0.119, 0.094, -0.052, 0.118, -0.103, -0.097